Record 1
DFT (ωB97M-V/def2-TZVPD) results for a gas-phase ion, C2H7N2 (charge +1) in a non-equilibrium geometry.

Each line ends with the Löwdin charge.
Atoms and positions in Å:
C1 1.305 1.061 0.105  0.000
N1 -0.084 0.555 0.013  0.030
C2 -0.351 -0.677 -0.299  -0.146
N2 -1.498 -1.277 -0.084  0.196
H1 1.300 2.130 -0.061  0.099
H2 1.660 0.910 1.120  0.100
H3 1.898 0.505 -0.609  0.099
H4 -0.802 1.149 0.409  0.169
H5 0.463 -1.332 -0.587  0.171
H6 -2.239 -0.812 0.420  0.142
H7 -1.652 -2.211 -0.428  0.141

## Properties
SMILES: CNC=[NH2+]
Highest occupied orbital energy: -15.665 eV
Net charge: +1
HOMO-LUMO gap: 11.9 eV

***

Record 2
DFT (ωB97M-V/def2-TZVPD) results for 2 unconnected molecules or ions with the total composition C4H6N2O in a non-equilibrium geometry.

Each line ends with the Löwdin charge.
Atoms and positions in Å:
N1 -2.718 0.565 -1.043  0.145
C1 -1.765 0.246 -0.373  -0.522
O1 -1.124 -0.716 0.259  -0.039
C2 0.204 -1.161 -0.069  -0.152
C3 1.274 -0.287 0.591  -0.155
C4 1.628 0.895 -0.200  -0.237
N2 1.919 1.805 -0.854  0.153
H1 -1.969 1.491 -0.240  0.124
H2 -1.111 1.425 0.379  0.158
H3 0.346 -1.252 -1.151  0.139
H4 0.234 -2.160 0.370  0.131
H5 0.897 0.024 1.571  0.127
H6 2.186 -0.874 0.761  0.127

## Properties
Highest occupied orbital energy: -9.341 eV
HOMO-LUMO gap: 9.8 eV

***

Record 3
DFT (ωB97M-V/def2-TZVPD) results for a molecular structure, C45H36CuF15GeN2OS.

Each line ends with the Löwdin spin population.
Atoms and positions in Å:
Cu1 0.167 0.550 -0.056  0.023
C1 -3.837 -3.039 1.177  0.000
C2 -2.493 -2.824 1.879  0.000
C3 -2.120 -4.053 2.707  0.000
C4 -2.519 -1.549 2.707  0.009
C5 -3.496 -1.414 3.688  -0.001
C6 -3.657 -0.232 4.390  0.008
C7 -2.846 0.848 4.089  -0.001
C8 -1.848 0.758 3.126  0.009
C9 -0.981 1.971 2.847  0.003
C10 -0.176 2.386 4.078  0.001
C11 -1.820 3.134 2.317  0.000
C12 -1.663 -0.463 2.463  0.007
N1 -0.606 -0.574 1.526  0.125
C13 0.230 -1.553 1.703  0.064
C14 2.145 -2.963 1.074  0.046
N2 1.634 -0.844 -0.097  0.333
C15 2.928 -0.835 -0.666  0.027
C16 3.125 -1.198 -2.009  0.012
C17 4.418 -1.174 -2.518  0.000
C18 5.503 -0.787 -1.745  0.006
C19 5.288 -0.394 -0.437  0.001
C20 4.011 -0.398 0.117  0.015
C21 3.822 0.172 1.513  0.002
C22 4.612 -0.600 2.569  0.001
C23 4.182 1.660 1.529  0.000
C24 2.008 -1.663 -2.926  0.002
C25 1.004 -0.560 -3.253  0.004
C26 1.299 -2.921 -2.422  0.001
H1 -3.770 -3.888 0.493  0.000
H2 -4.125 -2.159 0.601  0.000
H3 -4.634 -3.249 1.892  0.000
H4 -1.746 -2.711 1.092  0.001
H5 -2.872 -4.241 3.477  0.000
H6 -1.155 -3.938 3.200  0.000
H7 -2.061 -4.938 2.071  0.000
H8 -4.152 -2.252 3.894  0.000
H9 -4.419 -0.150 5.154  0.001
H10 -2.984 1.786 4.614  0.000
H11 -0.263 1.709 2.068  0.001
H12 -0.827 2.672 4.907  0.000
H13 0.459 3.241 3.839  0.000
H14 0.466 1.572 4.423  0.000
H15 -2.495 3.517 3.088  0.000
H16 -2.419 2.818 1.463  0.000
H17 -1.170 3.946 1.988  0.000
H18 0.129 -2.242 2.541  0.001
H19 2.947 -3.135 0.334  -0.001
H20 4.573 -1.468 -3.550  0.000
H21 6.500 -0.777 -2.165  0.000
H22 6.123 -0.058 0.166  0.000
H23 2.769 0.098 1.775  0.002
H24 5.682 -0.597 2.345  0.000
H25 4.284 -1.638 2.631  0.000
H26 4.477 -0.144 3.552  0.000
H27 5.245 1.813 1.324  0.000
H28 3.962 2.097 2.506  0.000
H29 3.613 2.206 0.776  0.000
H30 2.506 -1.932 -3.865  0.000
H31 0.438 -0.259 -2.371  0.002
H32 0.293 -0.912 -4.004  0.000
H33 1.501 0.332 -3.637  0.000
H34 0.747 -2.718 -1.505  0.002
H35 2.008 -3.727 -2.224  0.000
H36 0.586 -3.272 -3.171  0.000
O1 1.938 -3.785 1.958  0.132
C27 1.373 -1.746 0.867  0.158
F1 0.742 5.780 -1.761  0.000
C28 0.705 5.518 -3.071  0.000
C29 -0.194 4.591 -3.574  0.000
C30 -0.102 4.339 -4.931  0.000
F2 -0.888 3.425 -5.525  0.000
C31 0.793 4.997 -5.760  0.000
F3 0.836 4.730 -7.070  0.000
C32 1.652 5.936 -5.223  0.000
F4 2.519 6.580 -6.006  0.000
C33 1.611 6.198 -3.865  0.000
F5 2.451 7.094 -3.339  0.000
Ge1 -1.280 3.538 -2.293  0.000
S1 0.077 2.655 -0.938  0.001
C34 -2.588 4.742 -1.396  0.000
C35 -2.675 6.120 -1.464  0.000
F6 -1.925 6.822 -2.325  0.000
C36 -3.569 6.854 -0.700  0.000
F7 -3.625 8.186 -0.801  0.000
C37 -4.428 6.198 0.161  0.000
F8 -5.297 6.892 0.897  0.000
C38 -4.392 4.817 0.242  0.000
F9 -5.228 4.177 1.063  0.000
C39 -3.481 4.125 -0.535  0.000
F10 -3.480 2.787 -0.414  0.000
C40 -2.569 2.480 -3.354  0.000
C41 -2.762 1.115 -3.232  0.000
F11 -2.047 0.392 -2.368  0.001
C42 -3.715 0.431 -3.973  0.000
F12 -3.878 -0.887 -3.831  0.000
C43 -4.514 1.127 -4.860  0.000
F13 -5.439 0.483 -5.576  0.000
C44 -4.360 2.494 -5.000  0.000
F14 -5.134 3.168 -5.857  0.000
C45 -3.395 3.138 -4.247  0.000
F15 -3.270 4.465 -4.422  0.000

## Properties
Spin multiplicity: 2
Highest occupied orbital energy (alpha / beta): -4.350 / -5.100 eV
Net charge: -1
HOMO-LUMO gap (alpha / beta): 6.4 / 7.0 eV

***

Record 4
DFT (ωB97M-V/def2-TZVPD) results for 2 unconnected molecules or ions with the total composition C6H11NO in a non-equilibrium geometry.

Each line ends with the Löwdin spin population.
Atoms and positions in Å:
C1 -0.131 1.044 -0.228  0.006
C2 -0.851 1.875 -0.979  0.003
O1 -1.959 2.487 -0.403  0.003
C3 -0.552 2.259 -2.382  0.000
H1 0.903 0.835 -0.457  0.007
H2 -0.544 0.671 0.699  0.003
H3 -2.330 3.089 -1.047  0.000
H4 0.350 1.739 -2.708  0.001
H5 -1.364 2.075 -3.086  0.000
H6 -0.287 3.324 -2.471  0.000
C4 0.560 -2.487 2.265  0.050
C5 1.319 -1.415 2.576  0.070
C6 0.459 -2.631 -0.065  0.418
N1 0.696 -3.217 1.113  0.285
H7 -0.147 -2.857 3.012  0.018
H8 2.126 -1.207 1.878  0.007
H9 1.090 -0.764 3.414  0.011
H10 0.700 -3.158 -0.986  0.060
H11 -0.038 -1.660 -0.145  0.058

## Properties
Spin multiplicity: 2
Highest occupied orbital energy (alpha / beta): 0.519 / -2.909 eV
Net charge: -1
HOMO-LUMO gap (alpha / beta): 2.5 / 5.9 eV

***

Record 5
DFT (ωB97M-V/def2-TZVPD) results for a molecular structure, C41H49AsMnN7S.

Each line ends with the Löwdin spin population.
Atoms and positions in Å:
Mn1 -1.635 0.501 0.206  4.605
N1 -1.881 1.443 4.335  0.010
C1 -1.542 0.242 5.014  0.001
C2 -0.792 0.295 6.174  0.001
C3 -0.413 -0.885 6.799  0.000
C4 -0.749 -2.109 6.240  0.001
C5 -1.481 -2.154 5.060  0.001
C6 -1.906 -0.978 4.465  0.001
S1 -2.923 -0.992 3.022  0.006
N2 -2.407 0.447 2.270  0.032
C7 -2.026 1.455 2.981  0.016
C8 -1.742 2.731 2.247  0.009
C9 -1.544 3.941 2.891  0.002
C10 -1.284 5.070 2.124  0.005
C11 -1.219 4.951 0.749  0.001
C12 -1.437 3.704 0.181  0.011
N3 -1.714 2.625 0.907  0.040
H1 -1.481 2.268 4.751  0.001
H2 -0.495 1.251 6.586  0.000
H3 0.159 -0.844 7.714  0.000
H4 -0.443 -3.028 6.717  0.000
H5 -1.733 -3.105 4.611  0.000
H6 -1.600 4.037 3.966  0.000
H7 -1.133 6.025 2.606  0.000
H8 -1.006 5.799 0.116  0.000
H9 -1.380 3.564 -0.891  0.001
C13 4.121 4.811 -2.680  0.000
C14 3.344 3.545 -2.458  0.000
C15 3.917 2.456 -1.816  0.000
C16 3.214 1.279 -1.577  0.001
C17 3.924 0.173 -0.843  0.000
C18 1.885 1.180 -2.006  0.004
As1 0.711 -0.367 -1.694  0.022
N4 0.229 -0.126 0.071  0.075
C19 0.966 0.343 1.174  0.014
C20 0.953 -0.406 2.359  0.010
C21 1.558 0.064 3.514  -0.001
C22 2.183 1.303 3.525  0.010
C23 2.190 2.067 2.362  -0.001
C24 1.587 1.601 1.205  0.010
C25 1.987 -1.846 -1.942  0.008
C26 2.415 -2.007 -3.269  0.001
C27 1.993 -1.087 -4.386  0.000
C28 3.274 -3.054 -3.588  0.000
C29 3.716 -3.960 -2.636  0.000
C30 4.639 -5.087 -2.997  0.000
C31 3.247 -3.808 -1.340  0.000
C32 2.383 -2.781 -0.979  0.001
C33 1.943 -2.720 0.456  0.001
C34 1.292 2.268 -2.666  0.001
C35 -0.117 2.223 -3.206  0.002
C36 2.024 3.432 -2.874  0.000
H10 5.189 4.610 -2.748  0.000
H11 3.970 5.512 -1.857  0.000
H12 3.810 5.308 -3.599  0.000
H13 4.947 2.522 -1.485  0.000
H14 4.822 0.561 -0.364  0.000
H15 4.219 -0.637 -1.514  0.000
H16 3.294 -0.268 -0.069  0.000
H17 0.465 -1.373 2.358  0.000
H18 1.542 -0.547 4.408  0.000
H19 2.667 1.666 4.423  0.001
H20 2.671 3.038 2.354  0.000
H21 1.580 2.217 0.315  0.000
H22 2.538 -0.142 -4.358  0.000
H23 0.926 -0.849 -4.347  0.000
H24 2.189 -1.560 -5.347  0.000
H25 3.601 -3.163 -4.617  0.000
H26 4.975 -5.004 -4.029  0.000
H27 4.143 -6.051 -2.882  0.000
H28 5.520 -5.095 -2.354  0.000
H29 3.555 -4.518 -0.578  0.000
H30 1.964 -3.717 0.897  0.000
H31 0.941 -2.309 0.558  0.001
H32 2.606 -2.084 1.047  0.000
H33 -0.233 1.450 -3.967  0.000
H34 -0.378 3.181 -3.656  0.000
H35 -0.865 1.991 -2.438  0.003
H36 1.559 4.263 -3.394  0.000
C37 -4.113 -3.388 -1.989  0.001
N5 -3.596 -2.351 -1.106  0.005
C38 -2.272 -2.624 -0.588  0.010
C39 -4.102 -1.094 -1.121  0.013
N6 -3.352 -0.030 -0.915  0.041
N7 -5.429 -0.988 -1.446  0.005
C40 -6.399 -1.880 -0.821  0.001
C41 -5.963 0.312 -1.801  0.001
H37 -3.305 -3.734 -2.637  0.000
H38 -4.907 -2.990 -2.615  0.000
H39 -4.492 -4.241 -1.422  0.000
H40 -2.191 -3.696 -0.414  0.001
H41 -2.111 -2.134 0.371  0.005
H42 -1.487 -2.312 -1.285  0.001
H43 -3.955 0.783 -0.836  0.005
H44 -5.893 -2.697 -0.315  0.000
H45 -7.081 -2.294 -1.565  0.000
H46 -6.984 -1.330 -0.079  0.000
H47 -6.122 0.957 -0.927  0.000
H48 -6.927 0.168 -2.285  0.000
H49 -5.305 0.814 -2.509  0.000

## Properties
Spin multiplicity: 6
Highest occupied orbital energy (alpha / beta): -9.506 / -9.662 eV
Net charge: +1
HOMO-LUMO gap (alpha / beta): 6.4 / 6.4 eV

***

Let's list relative energy (zero: lowest compared OMol25 entry of this formula, charge and spin) in order: 2.6, 144.4, 0.0, 55.3, 0.0 kcal per mole.